1.
Density functional theory data (ωB97M-V/def2-TZVPD) for C19H47B4N5O13 as an isolated structure.

The calculation puts the HOMO energy at -9.10 eV. Its HOMO-LUMO gap is 9.327 eV. For the electronic energy, the calculation gives -57253.2213 eV.

Geometry as ORCA input:
```
! wB97M-V def2-TZVPD RIJCOSX def2/J DEFGRID3
* xyz 0 1
C 2.47 0.27 1.40
C 2.92 1.65 0.95
O 1.78 2.41 0.53
C 1.77 3.72 1.04
C 0.65 4.50 0.46
O -0.61 4.18 1.06
B -1.28 3.12 0.55
O -0.97 2.49 -0.63
B -1.43 1.19 -0.64
O -2.77 0.97 -0.36
B -3.23 1.98 0.44
O -4.57 2.32 0.36
B -5.33 2.23 1.49
O -6.57 1.64 1.35
O -4.96 2.78 2.71
O -2.36 2.63 1.27
H 1.41 0.32 1.61
H 2.63 -0.49 0.65
H 2.96 0.00 2.32
H 3.43 2.15 1.76
H 3.58 1.53 0.10
H 1.73 3.75 2.12
H 2.69 4.23 0.74
H 0.84 5.54 0.69
H 0.63 4.43 -0.62
H -0.72 0.27 -0.83
H -6.71 1.02 2.08
H -4.79 2.08 3.36
C -10.08 -1.31 -2.52
C -9.08 -1.68 -1.45
O -8.99 -2.81 -1.00
N -8.26 -0.69 -1.01
C -8.21 0.70 -1.41
H -10.66 -2.19 -2.78
H -10.76 -0.54 -2.15
H -9.57 -0.94 -3.41
H -7.61 -1.00 -0.30
H -7.22 0.93 -1.81
H -8.40 1.33 -0.55
H -8.95 0.91 -2.18
C 6.92 0.47 4.01
C 5.43 0.63 4.16
O 4.78 1.41 3.50
N 4.82 -0.16 5.09
C 5.43 -1.15 5.96
H 7.27 1.15 3.24
H 7.43 0.71 4.95
H 7.17 -0.55 3.72
H 3.83 -0.01 5.16
H 4.98 -2.13 5.77
H 5.25 -0.89 7.00
H 6.49 -1.22 5.78
C -5.61 -2.27 -5.68
C -7.12 -2.17 -5.71
O -7.70 -1.45 -6.50
N -7.81 -2.94 -4.83
C -7.29 -3.85 -3.82
H -5.20 -1.61 -6.44
H -5.23 -1.96 -4.70
H -5.29 -3.29 -5.89
H -8.81 -2.83 -4.90
H -7.69 -4.85 -4.02
H -7.63 -3.52 -2.84
H -6.21 -3.89 -3.83
C 9.61 -4.16 5.17
C 9.38 -2.86 4.43
O 8.27 -2.52 4.05
N 10.46 -2.08 4.20
C 11.85 -2.31 4.57
H 8.66 -4.67 5.28
H 10.30 -4.80 4.62
H 10.02 -3.96 6.17
H 10.24 -1.23 3.70
H 12.20 -1.51 5.22
H 12.47 -2.34 3.68
H 11.95 -3.25 5.10
C 0.92 2.54 -4.08
C 0.55 1.08 -4.06
O 0.11 0.54 -3.06
N 0.71 0.38 -5.22
C 1.21 0.85 -6.50
H 0.74 2.96 -3.09
H 1.98 2.67 -4.32
H 0.32 3.09 -4.81
H 0.44 -0.59 -5.14
H 0.45 0.71 -7.27
H 2.10 0.29 -6.78
H 1.46 1.91 -6.45
*
```

=====

2.
Density functional theory data (ωB97M-V/def2-TZVPD) for a 9-piece molecular cluster, C19H47BrF5N17O10 overall.

The calculation puts the HOMO energy at -8.78 eV. Its HOMO-LUMO gap is 8.963 eV. The SMILES is NCCCCC[C@@H]1[C@@H](F)OC(=O)[C@@]1(Br)C(F)(F)C(F)F.NC(N)=O.NC(N)=O.NC(N)=O.NC(N)=O.NC(N)=O.NC(N)=O.NC(N)=O.NC(N)=O. For the electronic energy, the calculation gives -149911.9898 eV.

Geometry as ORCA input:
```
! wB97M-V def2-TZVPD RIJCOSX def2/J DEFGRID3
* xyz 0 1
N 2.55 0.81 4.30
C 2.32 -0.57 3.85
C 2.15 -0.72 2.32
C 1.74 0.53 1.53
C 0.23 0.69 1.36
C -0.52 0.82 2.69
C -2.01 1.06 2.52
C -2.67 1.89 3.62
F -2.53 3.22 3.33
O -4.05 1.58 3.59
C -4.29 0.62 2.64
O -5.32 0.51 2.08
C -2.97 -0.14 2.47
Br -2.81 -1.25 4.08
C -2.94 -1.07 1.25
F -2.88 -0.30 0.14
F -4.09 -1.77 1.19
C -1.77 -2.10 1.23
F -2.20 -3.30 1.65
F -1.34 -2.25 -0.05
H 1.71 1.18 4.73
H 3.24 0.81 5.05
H 1.47 -1.02 4.38
H 3.19 -1.17 4.15
H 3.05 -1.14 1.89
H 1.37 -1.48 2.17
H 2.15 0.42 0.52
H 2.20 1.43 1.93
H -0.14 -0.14 0.76
H 0.05 1.59 0.77
H -0.08 1.68 3.22
H -0.35 -0.06 3.32
H -2.21 1.62 1.60
H -2.28 1.74 4.62
H -0.93 -1.79 1.85
C 2.05 -0.16 -2.09
O 3.14 0.19 -1.64
N 1.48 0.40 -3.19
N 1.33 -1.16 -1.50
H 0.60 0.08 -3.55
H 1.99 1.15 -3.65
H 1.72 -1.60 -0.69
H 0.44 -1.47 -1.85
C 0.58 -1.42 -6.21
O 0.07 -1.60 -5.11
N 0.03 -1.94 -7.33
N 1.73 -0.70 -6.35
H 0.42 -1.82 -8.24
H -0.80 -2.52 -7.21
H 2.15 -0.33 -5.51
H 2.17 -0.54 -7.23
C 4.13 3.27 -4.51
O 3.25 2.56 -4.04
N 4.49 4.44 -3.89
N 4.82 2.97 -5.64
H 5.20 5.05 -4.24
H 4.00 4.68 -3.05
H 4.59 2.12 -6.11
H 5.55 3.54 -6.02
C -4.92 -2.01 7.69
O -3.85 -1.51 8.00
N -5.59 -1.67 6.55
N -5.56 -2.95 8.46
H -6.48 -2.06 6.30
H -5.17 -0.98 5.96
H -5.11 -3.22 9.31
H -6.44 -3.35 8.19
C 7.60 3.66 -8.53
O 6.91 3.28 -7.59
N 7.35 3.27 -9.81
N 8.66 4.50 -8.36
H 7.91 3.57 -10.59
H 6.58 2.66 -9.96
H 8.87 4.80 -7.42
H 9.23 4.83 -9.11
C -2.66 -3.83 -5.49
O -2.24 -3.72 -6.63
N -1.92 -3.48 -4.40
N -3.91 -4.32 -5.23
H -2.26 -3.52 -3.46
H -1.00 -3.12 -4.61
H -4.47 -4.58 -6.02
H -4.29 -4.42 -4.31
C -9.12 -2.86 8.70
O -8.46 -2.95 7.68
N -8.60 -2.35 9.85
N -10.42 -3.27 8.76
H -9.13 -2.26 10.70
H -7.66 -2.02 9.82
H -10.82 -3.65 7.92
H -10.99 -3.20 9.59
C 5.08 2.81 0.34
O 4.26 2.53 1.19
N 5.01 2.39 -0.95
N 6.17 3.60 0.64
H 5.68 2.65 -1.65
H 4.23 1.79 -1.21
H 6.26 3.93 1.58
H 6.87 3.85 -0.03
*
```

=====

3.
Density functional theory data (ωB97M-V/def2-TZVPD) for a 5-piece molecular cluster, C19H47F3IN4O6S overall.

The calculation puts the HOMO energy at -11.44 eV. Its HOMO-LUMO gap is 7.478 eV. For the electronic energy, the calculation gives -65790.2995 eV.

Geometry as ORCA input:
```
! wB97M-V def2-TZVPD RIJCOSX def2/J DEFGRID3
* xyz 1 1
C -4.24 -0.87 -1.04
C -4.91 -1.43 -2.28
N -3.91 -1.56 -3.36
N -3.96 -2.84 -4.02
C -2.82 -3.39 -4.45
N -2.57 -4.75 -4.38
C -2.71 -5.33 -3.00
C -1.41 -5.90 -2.45
C -1.04 -5.26 -1.12
I -2.29 -6.01 0.45
N -1.89 -2.60 -4.98
S -0.36 -3.17 -5.52
O -0.49 -3.66 -6.85
O 0.28 -3.95 -4.52
C 0.50 -1.51 -5.54
F 1.42 -1.57 -6.45
F -0.37 -0.55 -5.79
F 1.03 -1.31 -4.37
H -3.43 -1.52 -0.71
H -4.95 -0.69 -0.24
H -3.77 0.08 -1.29
H -5.38 -2.39 -2.07
H -5.68 -0.73 -2.60
H -4.05 -0.84 -4.06
H -4.46 -3.53 -3.47
H -3.15 -5.26 -5.04
H -3.13 -4.59 -2.31
H -3.45 -6.12 -3.05
H -0.57 -5.74 -3.13
H -1.50 -6.98 -2.32
H -0.01 -5.47 -0.85
H -1.17 -4.18 -1.15
H -2.05 -1.61 -5.10
C 0.93 -1.35 0.47
C 1.98 -2.29 -0.10
C 3.19 -1.52 -0.61
O 1.42 -3.09 -1.14
H 0.56 -0.67 -0.30
H 0.07 -1.92 0.84
H 1.31 -0.76 1.29
H 2.30 -2.99 0.67
H 2.89 -0.84 -1.42
H 3.93 -2.20 -1.02
H 3.65 -0.93 0.18
H 1.13 -2.48 -1.84
C -0.32 2.01 4.66
C 0.51 1.43 3.52
C 1.71 2.30 3.22
O -0.29 1.27 2.35
H -0.70 2.99 4.37
H -1.18 1.38 4.87
H 0.26 2.12 5.57
H 0.85 0.42 3.79
H 1.38 3.30 2.90
H 2.30 1.87 2.40
H 2.36 2.41 4.08
H -0.61 2.15 2.09
C -3.32 5.39 2.04
C -1.97 5.38 2.73
C -1.60 6.75 3.28
O -0.95 4.91 1.84
H -3.30 6.08 1.19
H -3.56 4.40 1.66
H -4.11 5.71 2.72
H -1.99 4.65 3.55
H -1.53 7.48 2.47
H -0.63 6.72 3.78
H -2.34 7.10 4.00
H -0.90 5.52 1.10
C 6.98 3.51 2.44
C 6.08 2.91 3.51
C 5.69 1.47 3.17
O 4.91 3.70 3.68
H 6.46 3.53 1.48
H 7.24 4.53 2.70
H 7.90 2.93 2.33
H 6.59 2.93 4.47
H 5.14 1.44 2.23
H 5.05 1.06 3.94
H 6.58 0.84 3.07
H 4.43 3.71 2.84
*
```